C30H42BIN3O12P | the ωB97M-V functional and the def2-TZVPD basis

Geometry (Å):
N -1.539 2.935 -1.670
B -0.579 2.437 -2.709
O -0.162 3.441 -3.686
N -0.036 1.020 -2.755
C -0.375 -0.037 -1.829
C 0.221 -1.486 -1.887
C 1.246 -1.836 -3.007
C 1.981 -3.226 -3.195
C 2.123 -4.162 -1.963
C 2.879 -5.507 -2.120
N 3.481 -5.966 -3.378
P 4.391 -7.534 -3.472
O 5.637 -7.371 -4.671
I 5.546 -7.833 -1.280
C 3.326 -5.133 -4.548
C 2.590 -3.743 -4.553
C 1.583 -0.666 -4.022
C 0.901 0.729 -3.841
H -1.367 2.478 -0.755
H -1.329 3.941 -1.504
H 0.574 3.972 -3.276
H -1.105 0.206 -0.973
H -0.095 -2.264 -1.118
H 1.694 -3.907 -0.931
H 2.998 -6.180 -1.200
H 5.844 -6.407 -4.797
H 3.790 -5.478 -5.547
H 2.489 -3.111 -5.500
H 2.333 -0.854 -4.856
H 1.198 1.524 -4.623
O 0.773 -5.847 0.044
C 1.160 -6.591 0.918
O 2.278 -7.356 0.819
C 2.383 -8.194 1.981
C 1.560 -7.506 3.042
C 0.470 -6.841 2.230
H 1.994 -9.186 1.731
H 3.431 -8.289 2.274
H 1.184 -8.190 3.807
H 2.164 -6.741 3.542
H -0.380 -7.509 2.064
H 0.142 -5.906 2.685
O -3.246 8.783 0.131
C -3.284 8.226 -0.935
O -3.473 8.862 -2.122
C -3.574 7.892 -3.171
C -2.890 6.656 -2.635
C -3.177 6.741 -1.153
H -4.632 7.721 -3.388
H -3.086 8.272 -4.070
H -3.243 5.733 -3.098
H -1.810 6.727 -2.804
H -4.130 6.273 -0.895
H -2.365 6.314 -0.562
O 0.899 -9.642 5.029
C 1.721 -10.449 5.394
O 1.966 -10.745 6.695
C 3.070 -11.655 6.777
C 3.136 -12.321 5.423
C 2.645 -11.229 4.498
H 3.976 -11.084 7.004
H 2.896 -12.374 7.578
H 4.131 -12.694 5.174
H 2.442 -13.168 5.393
H 3.458 -10.577 4.170
H 2.109 -11.639 3.642
O -9.141 11.332 2.347
C -8.040 10.921 2.086
O -7.529 9.752 2.564
C -6.165 9.625 2.147
C -6.035 10.516 0.935
C -7.018 11.627 1.238
H -5.518 9.944 2.970
H -5.949 8.581 1.912
H -5.015 10.866 0.767
H -6.358 9.975 0.040
H -6.560 12.428 1.823
H -7.469 12.024 0.328
O 1.691 7.731 -1.504
C 1.667 6.773 -0.780
O 1.763 5.482 -1.218
C 1.590 4.594 -0.110
C 1.926 5.410 1.116
C 1.484 6.802 0.713
H 0.552 4.243 -0.105
H 2.254 3.734 -0.222
H 1.445 5.042 2.024
H 3.008 5.402 1.281
H 0.429 6.976 0.939
H 2.107 7.570 1.170

Its frontier orbital gap is 3.296 eV. Its net charge is +2. The energy above the lowest of the compared OMol25 structures with the same formula, charge and spin comes out at 124.0 kcal/mol. For the LUMO energy, the calculation gives -8.417 eV.

Here are the Löwdin charges for atoms 1 to 2, given in e: N 0.18; B -0.49



C30H42BaN5O3PSi2 | the ωB97M-V functional and the def2-TZVPD basis

Geometry (Å):
Ba -0.381 0.044 0.117
C 0.671 -0.184 4.858
C 2.047 -0.279 4.971
C 2.832 -0.372 3.833
C 2.204 -0.377 2.589
N 0.875 -0.304 2.502
C 0.117 -0.196 3.587
C 3.011 -0.417 1.300
C 4.404 -0.389 1.329
C 5.090 -0.349 0.129
C 4.403 -0.318 -1.072
C 3.011 -0.359 -1.041
N 2.371 -0.434 0.128
C 2.225 -0.204 -2.330
C 2.829 -0.416 -3.568
C 2.109 -0.113 -4.713
C 0.820 0.383 -4.610
C 0.264 0.514 -3.347
N 0.964 0.221 -2.255
H 0.036 -0.097 5.728
H 2.517 -0.273 5.946
H 3.904 -0.435 3.933
H -0.953 -0.119 3.429
H 4.953 -0.371 2.258
H 6.172 -0.310 0.130
H 4.945 -0.224 -2.000
H 3.832 -0.806 -3.651
H 2.563 -0.258 -5.684
H 0.247 0.650 -5.487
H -0.744 0.883 -3.191
C -3.091 -1.853 1.710
Si -3.814 -0.772 0.314
C -5.689 -0.733 0.556
C -3.534 -1.842 -1.251
N -2.925 0.644 0.247
C -3.225 1.986 0.165
C -4.545 2.448 0.079
C -4.875 3.798 0.039
C -3.868 4.740 0.079
C -2.545 4.312 0.142
C -2.167 2.965 0.171
N -0.820 2.573 0.195
Si 0.430 3.727 0.212
C 0.513 4.866 1.732
C 0.551 4.851 -1.318
C 2.099 2.824 0.240
H -3.537 -2.850 1.748
H -3.252 -1.381 2.683
H -2.010 -2.018 1.602
H -6.039 -1.755 0.729
H -6.201 -0.354 -0.330
H -5.994 -0.121 1.406
H -4.425 -2.402 -1.545
H -2.738 -2.583 -1.113
H -3.266 -1.203 -2.098
H -5.348 1.726 0.050
H -5.919 4.087 -0.022
H -4.084 5.801 0.057
H -1.785 5.081 0.164
H -0.360 5.512 1.828
H 1.402 5.500 1.693
H 0.569 4.268 2.646
H -0.320 5.494 -1.445
H 0.634 4.243 -2.224
H 1.438 5.489 -1.265
H 2.225 2.191 1.122
H 2.886 3.583 0.278
H 2.275 2.224 -0.655
C 0.254 -6.335 -0.002
O 0.011 -5.022 0.527
P 0.316 -3.694 -0.318
O 1.906 -3.849 -0.735
C 2.832 -3.804 0.348
O -0.287 -4.147 -1.756
C -0.286 -3.168 -2.795
H 0.390 -6.997 0.850
H 1.146 -6.341 -0.629
H -0.605 -6.653 -0.589
H 3.771 -3.401 -0.030
H 2.997 -4.805 0.748
H 2.470 -3.160 1.155
H -0.844 -3.586 -3.629
H 0.733 -2.938 -3.113
H -0.791 -2.254 -2.470

Its frontier orbital gap is 4.012 eV. Its net charge is 0. The energy above the lowest of the compared OMol25 structures with the same formula, charge and spin comes out at 13.1 kcal/mol. For the LUMO energy, the calculation gives -0.905 eV.

Here are the Löwdin charges for atoms 1 to 2, given in e: Ba 1.71; C -0.03



C30H42BrI2N4PrSi3 | the ωB97M-V functional and the def2-TZVPD basis

Geometry (Å):
Pr 0.467 0.002 0.037
C -1.433 -0.242 4.506
C -0.495 0.354 5.328
C 0.547 1.065 4.752
C 0.622 1.167 3.369
N -0.251 0.524 2.570
C -1.251 -0.155 3.138
C 1.592 2.065 2.694
C 2.455 2.897 3.403
C 3.236 3.811 2.720
C 3.126 3.885 1.340
C 2.269 3.006 0.709
N 1.528 2.103 1.356
H -2.280 -0.780 4.909
H -0.575 0.280 6.405
H 1.279 1.541 5.385
H -1.933 -0.658 2.465
H 2.511 2.851 4.480
H 3.904 4.471 3.257
H 3.692 4.605 0.765
H 2.167 3.030 -0.370
I -3.159 0.739 -0.018
C -3.066 2.860 -0.222
I -1.036 3.497 -0.390
H -3.499 3.315 0.659
H -3.598 3.147 -1.120
C 2.074 -4.981 0.329
Si 1.713 -3.143 0.173
C 2.713 -2.492 -1.315
C 2.468 -2.337 1.740
C -0.062 -2.511 -0.018
Si -1.161 -3.433 1.232
C -2.903 -2.694 1.457
C -1.465 -5.220 0.708
C -0.335 -3.491 2.940
Si -0.745 -2.822 -1.749
C -0.172 -4.409 -2.585
C -2.628 -2.752 -1.918
C -0.275 -1.358 -2.924
C -0.143 -1.581 -4.292
C -0.047 -0.520 -5.177
C -0.118 0.772 -4.669
C -0.231 0.931 -3.304
N -0.284 -0.094 -2.437
H 3.153 -5.148 0.367
H 1.683 -5.545 -0.520
H 1.647 -5.402 1.241
H 3.741 -2.246 -1.044
H 2.255 -1.613 -1.780
H 2.761 -3.255 -2.096
H 3.548 -2.228 1.632
H 2.296 -2.973 2.608
H 2.047 -1.351 1.984
H -3.646 -3.374 1.039
H -3.049 -1.737 0.957
H -3.154 -2.565 2.513
H -2.066 -5.272 -0.204
H -2.010 -5.757 1.487
H -0.536 -5.759 0.523
H 0.174 -2.569 3.220
H 0.399 -4.299 2.980
H -1.089 -3.705 3.702
H -0.282 -5.251 -1.899
H 0.875 -4.369 -2.894
H -0.775 -4.634 -3.467
H -3.109 -3.615 -1.451
H -2.895 -2.765 -2.977
H -3.068 -1.854 -1.485
H -0.131 -2.599 -4.660
H 0.065 -0.689 -6.240
H -0.084 1.637 -5.315
H -0.271 1.928 -2.881
Br 2.835 1.039 -2.313
C 4.074 0.601 -0.930
C 5.425 0.543 -1.192
C 6.265 0.308 -0.113
C 5.712 0.178 1.153
C 4.337 0.242 1.287
N 3.509 0.429 0.254
H 5.806 0.681 -2.194
H 7.334 0.240 -0.262
H 6.337 0.023 2.021
H 3.872 0.138 2.260

As for the spin multiplicity: 3. Its frontier orbital gap (alpha / beta) is 7.349 / 7.429 eV. Its net charge is +2. The energy above the lowest of the compared OMol25 structures with the same formula, charge and spin comes out at 9.7 kcal/mol. For the LUMO energy (alpha / beta), the calculation gives -5.856 / -5.788 eV.

Here are the Löwdin charges for atoms 1 to 2, given in e: Pr 0.72; C -0.01



C30H42CrN4OP2 | the ωB97M-V functional and the def2-TZVPD basis

Geometry (Å):
Cr -1.179 1.840 -4.415
C -1.876 1.665 -6.309
C -1.619 0.263 -6.412
C -0.415 -0.403 -6.944
C 0.811 0.514 -6.691
C 0.633 1.118 -5.279
C 0.534 2.570 -5.144
C -0.224 3.435 -6.096
C -1.062 2.703 -7.124
C -0.027 2.374 -2.145
H -2.953 1.857 -6.539
H -2.466 -0.411 -6.391
H -0.450 -0.769 -7.997
H -0.291 -1.379 -6.418
H 1.725 -0.116 -6.748
H 0.957 1.210 -7.558
H 1.501 0.747 -4.698
H 1.125 3.053 -4.370
H 0.516 4.037 -6.607
H -0.875 4.134 -5.543
H -1.789 3.390 -7.577
H -0.501 2.408 -8.029
H -0.389 2.804 -1.174
H 0.765 3.149 -2.264
H 0.536 1.520 -1.667
P 1.538 -0.583 -2.409
P -1.640 -1.324 -1.694
N 3.182 0.211 -3.251
N 2.424 -1.761 -1.660
N -2.208 0.219 -2.509
N -3.090 -2.014 -1.253
C 0.528 -1.578 -3.578
C -0.794 -2.163 -3.017
C 3.256 1.615 -3.245
C 4.380 2.034 -3.956
C 5.051 0.854 -4.369
C 4.304 -0.233 -3.924
C 3.205 -1.391 -0.548
C 3.910 -2.488 -0.131
C 3.576 -3.587 -0.995
C 2.665 -3.112 -1.925
C -2.226 1.507 -1.947
C -2.881 2.376 -2.818
C -3.271 1.659 -3.952
C -2.643 0.365 -3.854
C -4.381 -1.887 -1.816
C -5.268 -2.703 -1.131
C -4.517 -3.355 -0.085
C -3.214 -2.911 -0.173
H 1.086 -2.453 -3.932
H 0.258 -0.987 -4.472
H -1.497 -2.395 -3.840
H -0.633 -3.144 -2.542
H 2.500 2.187 -2.724
H 4.686 3.080 -4.105
H 5.987 0.818 -4.901
H 4.502 -1.289 -4.032
H 3.144 -0.376 -0.166
H 4.605 -2.508 0.722
H 3.952 -4.612 -0.912
H 2.149 -3.631 -2.721
H -2.117 1.641 -0.887
H -3.116 3.417 -2.551
H -3.824 2.114 -4.776
H -2.827 -0.535 -4.473
H -4.539 -1.200 -2.635
H -6.345 -2.838 -1.279
H -4.939 -4.045 0.652
H -2.330 -3.097 0.404
C -2.577 0.346 1.356
C -1.154 -0.008 1.177
C -0.550 -1.026 2.056
O -0.713 -0.958 -0.524
H -3.185 -0.271 0.691
H -2.797 1.398 1.139
H -2.915 0.140 2.384
H -0.487 0.779 0.876
H -0.934 -2.020 1.776
H 0.542 -0.996 1.910
H -0.808 -0.761 3.102

As for the spin multiplicity: 5. Its frontier orbital gap (alpha / beta) is 2.387 / 2.998 eV. Its net charge is 0. For the LUMO energy (alpha / beta), the calculation gives -1.771 / -1.693 eV.

Here are the Löwdin charges for atoms 1 to 2, given in e: Cr 0.54; C -0.32